[1]
A structure of composition C19H25N7SSc. Source: OMol25; level of theory: wB97M-V/def2-TZVPD.

Computed properties:
- Charge: +1
- Electronic energy: -62073.257 eV
- Orbital gap: 6.9 eV
- HOMO: -9.5 eV

The geometry in XYZ format:
```
53
C19H25N7SSc (wB97M-V/def2-TZVPD)
Sc 0.740 -0.131 -0.467
S 4.788 1.842 -1.024
C 5.163 0.193 -1.235
C 4.046 -0.581 -1.292
C 2.824 0.141 -1.128
C 3.096 1.483 -0.979
C 2.088 2.541 -0.863
C 2.405 3.898 -0.812
C 1.396 4.835 -0.745
C 0.071 4.412 -0.734
C -0.170 3.061 -0.775
N 0.799 2.138 -0.838
H 6.195 -0.116 -1.315
H 4.104 -1.654 -1.425
H 3.442 4.201 -0.831
H 1.634 5.890 -0.706
H -0.750 5.112 -0.688
H -1.188 2.690 -0.752
C -4.479 -2.075 -0.580
N -3.563 -1.135 -1.235
C -4.089 0.214 -1.421
C -2.216 -1.292 -1.195
N -1.360 -0.325 -1.319
N -1.795 -2.602 -1.044
C -0.506 -3.103 -0.998
N -0.454 -4.451 -1.067
N 0.529 -2.344 -0.905
H -5.491 -1.813 -0.872
H -4.403 -2.025 0.508
H -4.334 -3.105 -0.900
H -5.142 0.139 -1.676
H -3.595 0.706 -2.258
H -3.987 0.824 -0.518
H -1.838 0.562 -1.399
H -2.521 -3.291 -1.112
H -1.279 -5.023 -1.090
H 0.419 -4.924 -0.918
H 1.388 -2.884 -0.896
C 2.916 -1.015 1.984
C 1.588 -0.519 2.463
C 1.170 -0.357 3.750
C -0.169 0.139 3.702
C -0.507 0.263 2.388
C -1.809 0.725 1.814
N 0.565 -0.143 1.593
H 3.454 -1.466 2.817
H 3.541 -0.217 1.577
H 2.818 -1.780 1.208
H 1.750 -0.572 4.636
H -0.803 0.377 4.544
H -2.440 1.113 2.613
H -2.360 -0.087 1.327
H -1.678 1.532 1.086
```

[2]
A structure of composition C19H26BClF3I2N3O6 at a distorted geometry. Source: OMol25; level of theory: wB97M-V/def2-TZVPD.

Computed properties:
- Charge: 0
- Electronic energy: -74415.747 eV
- Orbital gap: 4.9 eV
- HOMO: -6.5 eV

The geometry in XYZ format:
```
61
C19H26BClF3I2N3O6 (wB97M-V/def2-TZVPD)
C 4.727 0.191 -1.163
C 3.664 1.350 -0.596
Cl 4.474 2.940 -1.262
C 2.202 1.333 -1.304
N 1.066 0.593 -0.671
C 1.730 -0.394 0.317
C 1.925 -0.023 1.945
C 2.688 -1.025 3.024
C 3.292 -2.425 2.376
C 3.000 -2.590 0.741
N 2.321 -1.663 -0.162
C 0.340 1.755 0.058
C -1.090 1.027 0.560
I -2.488 2.299 1.749
C -1.590 0.083 -0.658
C -1.777 -1.446 0.002
B -2.771 -1.517 1.352
O -2.251 -1.352 2.752
O -4.232 -1.810 1.134
C -2.982 0.230 -1.460
C -3.698 1.655 -1.667
O -2.925 2.881 -1.529
C -5.101 1.904 -0.799
F -5.154 3.296 -0.212
F -5.308 0.981 0.326
F -6.311 1.800 -1.687
C -0.136 0.129 -1.533
I 0.031 -1.903 -2.512
C -0.229 0.766 -3.078
C -0.403 2.315 -3.324
N 0.539 3.347 -3.343
H 4.836 -0.723 -0.409
H 4.233 -0.270 -2.146
H 5.787 0.639 -1.407
H 3.715 1.515 0.552
H 1.901 2.489 -1.318
H 2.440 1.069 -2.428
H 1.529 0.984 2.426
H 2.810 -0.703 4.156
H 3.874 -3.202 3.028
H 3.439 -3.606 0.288
H 0.949 2.361 0.852
H -0.126 2.610 -0.591
H -0.658 0.445 1.512
H -0.766 -1.894 0.399
H -2.357 -2.178 -0.744
H -3.091 -1.536 3.307
H -4.289 -2.546 0.427
H -2.776 -0.212 -2.556
H -3.864 -0.507 -1.123
H -4.097 1.676 -2.798
H -3.299 3.656 -2.041
H -1.045 0.196 -3.741
H 0.780 0.402 -3.609
H -1.483 2.707 -3.661
H 0.064 4.251 -3.597
C 1.961 -4.583 5.200
O 2.070 -3.334 5.249
O 0.690 -4.939 5.072
O 2.818 -5.492 5.250
H 0.405 -4.003 5.075
```

[3]
A structure of composition C19H26BN7Ti at a distorted geometry. Source: OMol25; level of theory: wB97M-V/def2-TZVPD.

Computed properties:
- Charge: +2
- Spin multiplicity: 3
- Electronic energy: -54332.149 eV
- Orbital gap (alpha / beta): 7.9 / 5.9 eV
- HOMO (alpha / beta): -14.5 / -14.6 eV
- ⟨S²⟩: 2.01

The geometry in XYZ format:
```
54
C19H26BN7Ti (wB97M-V/def2-TZVPD)
C -2.468 1.627 0.346
N -2.080 0.507 -0.337
N -3.188 -0.324 -0.421
C -4.239 0.280 0.153
C -3.826 1.519 0.654
B -3.098 -1.742 -1.059
N -2.484 -1.617 -2.467
N -1.261 -0.997 -2.627
C -0.997 -1.012 -3.965
C -2.047 -1.657 -4.640
C -2.965 -2.019 -3.654
Ti -0.291 -0.367 -0.827
N -2.129 -2.638 -0.224
N -0.817 -2.238 -0.012
C -0.242 -3.157 0.809
C -1.178 -4.156 1.092
C -2.350 -3.792 0.426
H 0.777 -3.046 1.166
H -3.328 -4.258 0.378
H -1.029 -5.017 1.724
H -4.192 -2.243 -1.152
H -3.917 -2.528 -3.707
H -5.198 -0.215 0.154
H -2.132 -1.838 -5.692
H -4.427 2.238 1.182
H -0.095 -0.581 -4.363
H -1.755 2.398 0.612
H 1.280 -1.166 -1.666
C 1.482 -0.142 -2.058
H 1.363 -0.132 -3.144
H 0.841 0.694 -1.628
H 2.519 0.082 -1.779
C 4.536 3.336 0.527
N 3.791 2.152 0.824
C 4.437 1.081 1.525
C 2.469 1.988 0.279
C 1.474 1.506 1.306
C 1.496 2.198 2.524
C 0.727 1.774 3.608
C -0.084 0.649 3.454
C -0.153 0.003 2.207
C 0.572 0.449 1.108
H 5.592 3.086 0.368
H 4.481 4.062 1.357
H 4.109 3.808 -0.367
H 4.266 1.136 2.615
H 4.081 0.097 1.176
H 5.521 1.166 1.349
H 2.193 2.964 -0.162
H 2.522 1.277 -0.558
H 2.162 3.061 2.616
H 0.776 2.317 4.552
H -0.678 0.282 4.289
H -0.817 -0.855 2.130
```

[4]
An isolated molecule of C19H26ClFNO5P at a distorted geometry. Source: OMol25; level of theory: wB97M-V/def2-TZVPD.

Computed properties:
- Charge: 0
- Electronic energy: -56379.439 eV
- Structure (SMILES): C#C[C@@]1(C[C@H](C)Cl)O[C@@](CCF)(CP(=O)(O)O)[C@@H](COC)[C@H]1c1ccncc1
- Orbital gap: 9.9 eV
- HOMO: -9.5 eV

The geometry in XYZ format:
```
54
C19H26ClFNO5P (wB97M-V/def2-TZVPD)
C -0.020 3.531 0.815
C -0.346 2.571 0.151
C -0.582 1.255 -0.577
C -1.362 1.636 -1.895
C -2.914 1.473 -1.837
C -3.526 2.453 -2.924
Cl -3.648 1.931 -0.254
O 0.728 0.888 -1.070
C 1.327 -0.367 -0.642
C 1.995 -0.848 -1.958
C 3.058 -1.984 -1.788
F 3.110 -2.530 -0.501
C 2.244 0.121 0.545
P 3.740 1.051 0.015
O 3.547 1.922 -1.158
O 4.957 -0.022 -0.272
O 4.227 1.904 1.347
C 0.075 -1.149 -0.095
C 0.254 -2.259 0.974
O 0.626 -3.516 0.388
C -0.538 -4.204 -0.094
C -1.002 -0.025 0.221
C -1.556 0.072 1.649
C -0.967 0.832 2.709
C -1.480 0.923 4.031
N -2.578 0.239 4.395
C -3.121 -0.506 3.429
C -2.736 -0.653 2.071
H 0.486 4.404 1.228
H -1.169 2.721 -2.065
H -0.885 1.114 -2.752
H -3.181 0.450 -2.180
H -2.698 2.748 -3.615
H -4.296 1.971 -3.557
H -3.866 3.394 -2.446
H 1.174 -1.174 -2.641
H 2.450 0.036 -2.458
H 4.046 -1.603 -2.120
H 2.780 -2.815 -2.477
H 2.570 -0.700 1.218
H 1.637 0.823 1.164
H 5.734 0.206 0.266
H 4.439 2.811 1.068
H -0.347 -1.664 -0.994
H 1.004 -1.999 1.757
H -0.693 -2.456 1.536
H -1.375 -3.489 -0.267
H -0.282 -4.680 -1.061
H -0.845 -4.947 0.680
H -1.884 -0.436 -0.333
H -0.047 1.404 2.482
H -0.959 1.557 4.772
H -4.010 -1.101 3.733
H -3.295 -1.311 1.386
```

[5]
A structure of composition C19H26ClIN3O2PtS at a distorted geometry. Source: OMol25; level of theory: wB97M-V/def2-TZVPD.

Computed properties:
- Charge: +3
- Spin multiplicity: 5
- Electronic energy: -63365.209 eV
- Orbital gap (alpha / beta): 7.6 / 4.2 eV
- HOMO (alpha / beta): -16.8 / -17.1 eV
- ⟨S²⟩: 6.05

The geometry in XYZ format:
```
54
C19H26ClIN3O2PtS (wB97M-V/def2-TZVPD)
Pt -0.146 -0.108 0.047
Cl 5.365 2.949 -3.210
C 4.070 2.590 -2.177
C 3.696 3.511 -1.204
C 2.640 3.271 -0.343
I 2.052 4.638 1.133
C 1.874 2.070 -0.420
O 0.898 1.856 0.351
C 2.263 1.106 -1.429
N 1.542 -0.034 -1.493
C 1.843 -0.957 -2.382
C 2.905 -0.802 -3.280
C 3.662 0.349 -3.241
C 3.353 1.348 -2.301
H 4.244 4.440 -1.118
H 1.241 -1.855 -2.404
H 3.117 -1.580 -3.996
H 4.484 0.483 -3.929
C -1.961 0.342 2.656
C -2.247 1.494 1.687
N -3.390 1.225 0.843
C -4.631 1.829 1.287
C -4.758 3.281 0.809
C -3.282 0.508 -0.270
C -4.497 0.262 -1.105
N -2.130 0.000 -0.673
H -1.070 0.580 3.230
H -1.806 -0.597 2.119
H -2.786 0.211 3.352
H -1.366 1.685 1.053
H -2.449 2.400 2.260
H -4.633 1.818 2.379
H -5.489 1.255 0.939
H -3.941 3.892 1.185
H -5.689 3.697 1.186
H -4.770 3.346 -0.275
H -5.214 -0.362 -0.569
H -4.242 -0.252 -2.028
H -4.996 1.194 -1.368
H -2.216 -0.504 -1.556
O 0.230 -1.715 1.584
S 1.245 -2.711 2.140
C 1.290 -2.318 3.938
C 0.133 -3.089 4.539
C 0.155 -4.464 3.872
C 0.226 -4.233 2.375
H 1.241 -1.240 4.071
H 2.252 -2.685 4.295
H -0.812 -2.578 4.340
H 0.247 -3.183 5.621
H -0.741 -5.036 4.120
H 1.019 -5.034 4.217
H -0.745 -4.010 1.934
H 0.691 -5.054 1.835
```

Among the records above, which one has the highest electronic energy?
C19H26BN7Ti

The highest charge belongs to which entry?
C19H26ClIN3O2PtS

Among the records above, which one has the highest electronic energy?
C19H26BN7Ti

What is the charge in the first record?
+1